10
Properties=species:S:1:pos:R:3:forces:R:3:mulliken_charge:R:1 method="wB97M-V/def2-TZVPD" de_lowest_kcal_mol=126.7 energy_ev=-8198.391 total_charge=0
C -1.388035 -0.183219 0.216340 -0.4 0.0 1.1 -0.13
C -0.735137 -1.312021 -0.087420 2.3 4.2 -1.1 -0.26
C 1.684240 0.313720 -0.054948 -0.1 2.1 0.7 0.19
N -0.517972 0.932392 0.021880 -0.9 -3.2 1.6 -0.27
N 0.496327 0.165247 -0.639030 -3.0 -3.7 -0.5 -0.22
O 2.531159 -0.501728 0.076147 1.4 -0.8 0.2 -0.49
H -2.371710 -0.177552 0.749109 0.8 0.5 -0.7 0.33
H -0.569528 -2.371509 -0.018156 0.0 0.2 -0.1 0.38
H 1.677687 1.430941 0.221220 0.9 -0.9 0.2 0.26
H -0.807030 1.703726 -0.485145 -1.1 1.7 -1.4 0.21